Record 1
ORCA calculation (wB97M-V/def2-TZVPD) on a molecular structure, C25H47ClFeINO3Si2 in a non-equilibrium geometry.

## Properties
Total charge   0
Multiplicity   5
HOMO (alpha / beta)   -6.83 / -6.85 eV
Orbital gap (alpha / beta)   6.53 / 6.20 eV

Last column: Mulliken spin population.
Cartesian coordinates (Å):
O  -1.487  2.736  -1.047  0.00
O  0.816  2.474  -2.260  0.01
C  -2.671  1.935  -1.009  0.00
C  -3.432  1.846  0.300  0.00
H  -2.390  0.926  -1.349  0.00
H  -3.313  2.348  -1.800  0.00
H  -2.925  1.168  0.997  0.00
H  -4.417  1.420  0.077  0.00
H  -3.576  2.833  0.750  0.00
C  -0.843  3.114  0.177  0.00
C  -0.381  4.548  0.066  0.00
H  0.023  2.451  0.322  0.00
H  -1.518  2.980  1.039  0.00
H  0.378  4.666  -0.719  0.00
H  0.061  4.864  1.020  0.00
H  -1.240  5.188  -0.170  0.00
C  2.236  2.703  -2.272  0.00
C  0.126  2.887  -3.458  0.00
C  2.741  2.508  -0.862  0.01
H  2.427  3.740  -2.616  0.00
H  2.724  1.997  -2.972  0.00
H  2.305  3.259  -0.193  0.00
H  3.826  2.645  -0.861  0.00
H  2.522  1.512  -0.463  0.00
C  -0.182  4.354  -3.485  0.00
H  -0.801  2.297  -3.472  0.00
H  0.720  2.601  -4.341  0.00
H  -0.892  4.603  -2.698  0.00
H  -0.636  4.579  -4.453  0.00
H  0.711  4.971  -3.379  0.00
H  0.062  1.168  -1.422  0.04
Fe  0.486  -1.751  -0.015  3.82
C  0.141  0.027  -1.080  0.24
Si  0.272  -0.974  -2.700  0.03
H  1.039  0.079  -0.435  -0.20
H  -0.752  -0.081  -0.431  -0.07
C  -1.370  -0.667  -3.540  0.01
C  0.550  -2.844  -2.729  0.05
C  1.751  -0.419  -3.723  0.01
C  -0.262  -3.580  0.112  -0.05
Si  -0.963  -4.213  1.722  -0.01
H  0.513  -4.256  -0.303  0.01
H  -1.053  -3.585  -0.670  -0.02
C  -1.088  -6.090  1.584  0.00
C  -2.665  -3.478  2.000  0.00
C  0.116  -3.778  3.203  0.01
H  2.094  -1.280  -4.314  0.00
H  2.598  -0.097  -3.104  0.00
H  1.504  0.385  -4.427  0.00
H  -2.194  -0.979  -2.884  0.00
H  -1.432  -1.255  -4.464  0.00
H  -1.527  0.387  -3.793  0.00
H  -0.376  -3.409  -2.542  0.00
H  1.352  -3.194  -2.051  0.00
H  0.874  -3.054  -3.769  0.00
H  -3.269  -3.569  1.085  0.00
H  -2.583  -2.406  2.244  0.00
H  -3.199  -3.978  2.823  0.00
H  -0.210  -2.853  3.702  0.00
H  1.164  -3.646  2.900  0.00
H  0.075  -4.593  3.941  0.00
H  -1.365  -6.543  2.546  0.00
H  -0.123  -6.512  1.269  0.00
H  -1.842  -6.376  0.839  0.00
Cl  2.038  0.945  6.259  0.00
C  1.062  0.410  4.956  0.01
C  -0.303  0.231  5.159  -0.01
C  -1.131  -0.185  4.123  0.02
I  -3.181  -0.397  4.414  0.00
C  -0.603  -0.360  2.779  -0.03
O  -1.373  -0.458  1.779  0.02
C  0.862  -0.392  2.654  0.01
N  1.429  -0.907  1.524  0.06
C  2.775  -0.926  1.382  0.06
C  3.612  -0.341  2.331  -0.02
C  3.068  0.196  3.476  0.02
C  1.686  0.104  3.706  -0.01
H  -0.736  0.426  6.134  0.00
H  3.181  -1.412  0.491  0.00
H  4.685  -0.336  2.172  0.00
H  3.699  0.668  4.222  0.00

---

Record 2
ORCA calculation (wB97M-V/def2-TZVPD) on a molecular structure, C50H41N5O2P2Zr in a non-equilibrium geometry.

## Properties
Total charge   +2
Multiplicity   1
HOMO   -12.90 eV
Orbital gap   6.53 eV

Last column: Mulliken charge in e.
Cartesian coordinates (Å):
Zr  1.232  -0.155  -1.076  -0.84
O  0.478  -3.411  0.146  -0.29
C  0.654  -3.038  -0.998  0.58
N  1.708  -2.196  -1.422  -0.68
C  2.966  -2.404  -0.717  0.97
C  3.360  -3.645  -0.235  -0.55
C  4.611  -3.799  0.335  -0.85
C  5.480  -2.717  0.423  -0.77
C  5.098  -1.472  -0.045  -0.76
C  3.838  -1.317  -0.611  0.29
N  3.272  -0.083  -1.052  0.43
C  4.001  1.041  -1.368  0.00
O  5.188  1.217  -1.298  -0.62
C  3.084  2.159  -1.844  1.09
C  3.677  3.192  -2.675  -1.04
C  2.866  4.046  -3.300  -0.97
C  1.402  4.025  -3.024  -0.02
C  0.958  3.192  -1.807  -1.01
N  1.854  2.066  -1.480  0.19
C  -0.306  -3.514  -2.054  0.10
C  -0.801  -4.805  -1.970  -0.90
C  -1.665  -5.235  -2.965  -0.61
C  -2.018  -4.353  -3.973  -0.82
C  -1.493  -3.068  -3.950  -0.34
N  -0.639  -2.653  -3.016  -0.23
H  2.697  -4.495  -0.315  0.53
H  4.913  -4.770  0.701  0.46
H  6.463  -2.842  0.857  0.46
H  5.769  -0.629  0.016  0.52
H  4.747  3.163  -2.814  0.56
H  3.257  4.763  -4.012  0.47
H  1.030  5.045  -2.933  0.66
H  0.753  3.732  -0.880  0.47
H  -0.507  -5.447  -1.152  0.58
H  -2.058  -6.243  -2.950  0.49
H  -2.689  -4.650  -4.767  0.44
H  -1.761  -2.348  -4.714  0.47
C  -2.143  -0.642  -0.512  -1.05
N  -2.216  -0.569  0.945  0.75
C  -1.246  -1.378  1.658  -1.56
P  0.480  -0.721  1.464  0.38
C  0.429  0.845  2.411  1.37
C  0.013  0.816  3.743  -1.09
C  -0.006  1.977  4.498  -0.55
C  0.417  3.180  3.942  -0.91
C  0.880  3.211  2.635  -0.37
C  0.882  2.047  1.878  -0.33
C  1.609  -1.684  2.492  0.94
C  2.876  -1.161  2.734  -0.20
C  3.762  -1.855  3.541  -0.81
C  3.385  -3.069  4.102  -0.63
C  2.122  -3.591  3.858  -0.83
C  1.233  -2.904  3.045  -0.72
C  -3.492  -0.366  1.575  0.15
C  -3.515  0.198  2.847  0.29
C  -4.718  0.395  3.503  -0.91
C  -5.918  0.061  2.887  -0.66
C  -5.896  -0.472  1.610  -0.83
C  -4.689  -0.697  0.955  -0.39
P  -1.259  0.954  -0.758  3.15
C  -0.628  1.279  -2.429  -1.06
C  -0.283  2.736  -2.611  -0.60
C  0.422  3.185  -3.925  -0.07
C  1.054  2.056  -4.677  -1.36
C  0.878  0.779  -4.346  -0.74
C  0.022  0.375  -3.215  0.44
C  -2.489  2.204  -0.401  0.02
C  -2.501  2.799  0.857  0.07
C  -3.543  3.653  1.195  -0.65
C  -4.553  3.907  0.280  -0.70
C  -4.528  3.322  -0.983  -0.94
C  -3.499  2.464  -1.329  -0.64
H  -3.121  -0.595  -0.982  0.98
H  -1.636  -1.539  -0.876  -0.26
H  -1.255  -2.423  1.329  0.61
H  -1.466  -1.349  2.724  0.99
H  -0.268  -0.121  4.211  0.45
H  -0.335  1.942  5.528  0.51
H  0.403  4.085  4.534  0.45
H  1.248  4.136  2.212  0.54
H  1.268  2.089  0.863  0.42
H  3.170  -0.202  2.319  0.36
H  4.745  -1.448  3.734  0.50
H  4.078  -3.609  4.733  0.45
H  1.828  -4.534  4.299  0.48
H  0.258  -3.327  2.843  0.36
H  -2.589  0.510  3.314  0.23
H  -4.718  0.825  4.496  0.45
H  -6.857  0.210  3.400  0.45
H  -6.821  -0.736  1.115  0.45
H  -4.717  -1.147  -0.028  0.52
H  -1.135  3.369  -2.370  0.77
H  -0.179  3.789  -4.604  0.66
H  1.653  2.310  -5.544  0.42
H  1.333  -0.011  -4.929  0.63
H  -0.198  -0.702  -3.136  1.33
H  -1.711  2.588  1.569  -0.12
H  -3.567  4.110  2.175  0.53
H  -5.368  4.565  0.547  0.45
H  -5.316  3.531  -1.694  0.48
H  -3.485  1.999  -2.308  0.50

---

Record 3
ORCA calculation (wB97M-V/def2-TZVPD) on a gas-phase ion, C13H24BN3O4PS (charge +1) in a non-equilibrium geometry.

## Properties
Total charge   +1
Multiplicity   1
HOMO   -11.99 eV
Orbital gap   7.64 eV

Last column: natural (NBO) charge in e.
Cartesian coordinates (Å):
C  -1.642  2.502  0.942  -0.63
C  -1.568  1.322  -0.019  -0.20
N  -0.508  1.393  -1.106  -0.79
B  -1.161  1.435  -2.470  1.14
C  -1.602  2.824  -3.049  -1.03
O  -1.358  0.280  -3.156  -0.90
C  0.563  0.529  -0.974  0.83
N  0.617  -0.779  -1.454  -0.69
C  -0.529  -1.668  -1.121  -0.26
C  -0.394  -2.275  0.253  -0.01
C  0.706  -3.071  0.563  -0.23
C  0.825  -3.658  1.800  -0.21
C  -0.153  -3.480  2.776  0.03
C  -0.022  -4.156  4.114  -0.64
C  -1.252  -2.696  2.465  -0.21
C  -1.370  -2.105  1.218  -0.22
N  1.693  0.942  -0.428  -0.86
P  3.082  -0.201  -0.280  1.66
O  3.789  -0.290  -1.559  -1.03
S  2.030  2.567  0.130  2.31
C  1.501  3.674  -1.129  -0.88
O  3.457  2.581  0.144  -0.91
O  1.341  2.760  1.357  -0.88
H  -1.200  3.406  0.533  0.22
H  -1.109  2.282  1.864  0.24
H  -2.677  2.705  1.214  0.23
H  -1.470  0.389  0.529  0.23
H  -2.524  1.259  -0.547  0.21
H  -1.620  2.777  -4.138  0.26
H  -2.600  3.093  -2.691  0.27
H  -0.906  3.605  -2.748  0.24
H  -2.122  0.308  -3.743  0.52
H  0.794  -0.770  -2.457  0.44
H  -0.482  -2.477  -1.852  0.24
H  -1.498  -1.196  -1.267  0.21
H  1.468  -3.232  -0.193  0.21
H  1.672  -4.292  2.030  0.22
H  0.998  -4.045  4.483  0.23
H  -0.673  -3.692  4.854  0.22
H  -0.257  -5.218  4.044  0.24
H  -2.036  -2.536  3.195  0.22
H  -2.256  -1.521  0.993  0.20
H  2.454  -1.361  0.153  -0.04
H  3.784  0.354  0.786  -0.03
H  0.553  4.116  -0.833  0.27
H  2.278  4.438  -1.136  0.29
H  1.384  3.178  -2.087  0.26

---

Record 4
ORCA calculation (wB97M-V/def2-TZVPD) on a gas-phase ion, C5H5N6O2S2 (charge -1) in a non-equilibrium geometry.

## Properties
Total charge   -1
Multiplicity   1
HOMO   -5.19 eV
Orbital gap   7.82 eV

Last column: natural (NBO) charge in e.
Cartesian coordinates (Å):
C  -0.441  -1.657  0.900  -0.91
S  -0.367  -0.900  -0.696  2.33
O  0.118  -1.773  -1.688  -0.95
N  0.290  0.495  -0.755  -0.90
C  1.609  0.655  -0.497  -0.02
C  2.122  1.937  -0.481  -0.14
N  3.494  1.975  -0.320  -0.41
C  4.054  0.803  -0.272  -0.15
S  2.884  -0.543  -0.377  0.27
O  -1.846  -0.769  -1.006  -0.67
C  -2.705  -0.114  -0.175  0.47
N  -3.808  0.400  -0.639  -0.39
N  -4.343  0.979  0.509  -0.15
N  -3.574  0.733  1.518  -0.12
N  -2.531  -0.035  1.171  -0.47
H  -0.814  -0.942  1.520  0.29
H  -1.184  -2.491  0.868  0.26
H  0.582  -2.075  1.245  0.24
H  1.425  2.831  -0.491  0.22
H  5.036  0.491  -0.332  0.19

---

Result set for DFT total energy: -3861.79013 -3083.51892 -1739.19488 -1468.87322 Ha, one per record in the order listed.